[1]
The following is a DFT calculation (the ωB97M-V functional and the def2-TZVPD basis) of a 4-piece molecular cluster, C48H72NO4 overall in a non-equilibrium geometry.

multiplicity	1
LUMO level	-2.560	eV
orbital gap	7.44	eV
net charge	+1
E_tot	-2227.485714	a.u.

CARTESIAN COORDINATES (ANGSTROEM)
C (5.11, -2.82, 4.15)
C (5.00, -3.60, 2.77)
C (4.84, -2.54, 1.60)
C (4.46, -3.20, 0.21)
N (5.02, -2.52, -0.99)
C (4.52, -1.10, -1.16)
C (5.41, -0.30, -2.22)
C (4.59, 0.91, -2.84)
C (4.31, 1.91, -1.65)
O (4.22, 3.26, -2.05)
C (4.42, 4.16, -0.93)
C (3.13, 4.03, 0.00)
O (2.01, 4.04, -0.88)
C (0.90, 3.37, -0.37)
C (-0.16, 3.04, -1.34)
C (-1.38, 2.37, -0.88)
C (-1.63, 1.99, 0.52)
C (-2.98, 1.31, 1.00)
C (-4.00, 2.54, 1.19)
C (-2.76, 0.71, 2.43)
C (-3.64, 0.36, -0.08)
C (-3.61, -1.19, 0.19)
C (-4.68, -1.67, 1.29)
C (-4.13, -1.86, -1.17)
C (-2.17, -1.81, 0.43)
C (-0.55, 2.32, 1.46)
C (0.68, 2.99, 1.02)
O (5.83, -1.25, -3.20)
C (6.86, -2.06, -2.57)
C (6.52, -2.45, -1.06)
C (7.27, -3.80, -0.73)
C (8.13, -3.58, 0.58)
O (9.10, -2.53, 0.42)
C (8.99, -1.60, 1.53)
C (9.93, -0.35, 1.35)
H (5.83, -3.32, 4.85)
H (4.11, -2.67, 4.64)
H (5.52, -1.78, 3.97)
H (4.09, -4.26, 2.85)
H (5.89, -4.26, 2.64)
H (5.71, -1.84, 1.54)
H (3.95, -1.91, 1.91)
H (4.69, -4.29, 0.27)
H (3.34, -3.14, 0.13)
H (4.68, -3.03, -1.82)
H (4.57, -0.52, -0.20)
H (3.47, -1.12, -1.54)
H (6.31, 0.17, -1.70)
H (3.60, 0.47, -3.13)
H (5.12, 1.36, -3.71)
H (5.14, 1.81, -0.87)
H (3.37, 1.55, -1.13)
H (4.44, 5.18, -1.39)
H (5.34, 3.93, -0.34)
H (3.09, 4.92, 0.69)
H (3.26, 3.08, 0.58)
H (-0.07, 3.31, -2.42)
H (-2.16, 2.17, -1.65)
H (-4.27, 2.96, 0.19)
H (-3.45, 3.27, 1.85)
H (-4.88, 2.12, 1.75)
H (-1.89, 0.00, 2.43)
H (-2.49, 1.57, 3.10)
H (-3.68, 0.26, 2.89)
H (-4.72, 0.66, -0.17)
H (-3.22, 0.51, -1.11)
H (-5.50, -2.28, 0.80)
H (-5.20, -0.73, 1.63)
H (-4.21, -2.19, 2.15)
H (-4.50, -2.91, -1.00)
H (-3.39, -1.78, -2.00)
H (-5.04, -1.27, -1.48)
H (-2.05, -1.99, 1.53)
H (-1.34, -1.21, -0.02)
H (-2.20, -2.84, -0.03)
H (-0.60, 2.10, 2.55)
H (1.46, 3.24, 1.78)
H (7.83, -1.49, -2.63)
H (6.91, -3.02, -3.16)
H (6.85, -1.68, -0.33)
H (6.61, -4.70, -0.69)
H (8.01, -3.97, -1.56)
H (7.51, -3.33, 1.49)
H (8.69, -4.54, 0.78)
H (7.94, -1.21, 1.65)
H (9.32, -2.15, 2.46)
H (10.79, -0.42, 2.06)
H (10.35, -0.26, 0.31)
H (9.38, 0.59, 1.63)
C (-8.62, 1.75, 4.02)
C (-9.84, 2.42, 4.02)
C (-10.35, 2.94, 2.83)
C (-9.64, 2.79, 1.65)
C (-8.42, 2.12, 1.65)
C (-7.91, 1.60, 2.84)
H (-8.23, 1.35, 4.94)
H (-10.40, 2.53, 4.94)
H (-11.30, 3.47, 2.83)
H (-10.04, 3.19, 0.72)
H (-7.87, 2.00, 0.72)
H (-6.96, 1.09, 2.84)
C (6.63, -2.42, -8.30)
C (6.06, -3.68, -8.39)
C (5.46, -4.26, -7.28)
C (5.43, -3.57, -6.07)
C (6.01, -2.31, -5.98)
C (6.61, -1.74, -7.09)
H (7.10, -1.97, -9.17)
H (6.07, -4.21, -9.34)
H (5.02, -5.25, -7.36)
H (4.96, -4.03, -5.20)
H (5.98, -1.77, -5.03)
H (7.06, -0.75, -7.02)
C (-15.16, 2.59, 1.48)
C (-14.27, 2.57, 2.55)
C (-14.50, 3.36, 3.67)
C (-15.63, 4.18, 3.72)
C (-16.52, 4.19, 2.65)
C (-16.28, 3.40, 1.53)
H (-14.98, 1.97, 0.61)
H (-13.39, 1.93, 2.52)
H (-13.80, 3.35, 4.50)
H (-15.81, 4.79, 4.59)
H (-17.40, 4.83, 2.69)
H (-16.97, 3.42, 0.70)



[2]
The following is a DFT calculation (the ωB97M-V functional and the def2-TZVPD basis) of a 10-piece molecular cluster, C48H73N12O3 overall in a non-equilibrium geometry.

multiplicity	1
LUMO level	-5.279	eV
orbital gap	3.60	eV
net charge	+1
E_tot	-2754.958168	a.u.

CARTESIAN COORDINATES (ANGSTROEM)
C (1.13, 3.69, 0.46)
C (2.08, 4.44, -0.68)
O (1.27, 4.57, -1.91)
C (2.02, 4.09, -3.10)
C (2.08, 2.42, -3.18)
O (3.38, 1.96, -2.60)
C (3.13, 0.79, -1.74)
C (4.49, -0.02, -1.28)
O (5.62, 0.85, -0.90)
C (6.83, 0.09, -1.23)
N (8.14, 0.79, -0.92)
C (8.33, 1.04, 0.56)
N (8.81, 0.09, 1.47)
N (8.06, 2.43, 1.17)
C (8.77, 3.51, 0.36)
C (8.10, 4.99, 0.77)
C (6.77, 5.16, -0.17)
C (9.24, 6.16, 0.59)
H (1.76, 3.40, 1.41)
H (0.73, 2.68, 0.00)
H (0.26, 4.44, 0.74)
H (3.10, 3.90, -0.83)
H (2.34, 5.53, -0.26)
H (3.16, 4.43, -3.00)
H (1.62, 4.58, -4.08)
H (1.97, 2.13, -4.31)
H (1.16, 1.98, -2.62)
H (2.41, 1.02, -0.82)
H (2.51, 0.02, -2.42)
H (4.17, -0.76, -0.40)
H (4.76, -0.75, -2.19)
H (6.81, -0.05, -2.42)
H (6.79, -1.01, -0.79)
H (8.88, 0.08, -1.17)
H (9.62, -0.51, 1.18)
H (8.43, 0.02, 2.46)
H (8.55, 2.46, 2.11)
H (9.92, 3.51, 0.55)
H (8.62, 3.41, -0.81)
H (7.81, 4.89, 1.91)
H (6.85, 4.63, -1.22)
H (6.65, 6.32, -0.41)
H (5.83, 4.79, 0.45)
H (10.23, 5.84, 1.13)
H (8.79, 7.16, 1.05)
H (9.53, 6.36, -0.54)
N (-1.71, 1.45, -0.91)
C (-1.53, 0.68, -2.04)
C (-1.98, -0.59, -1.77)
C (-2.47, -0.59, -0.44)
C (-2.29, 0.68, 0.07)
H (-1.46, 2.42, -0.82)
H (-1.09, 1.11, -2.93)
H (-1.97, -1.42, -2.46)
H (-2.90, -1.43, 0.10)
H (-2.52, 1.10, 1.03)
N (-4.95, -1.99, 2.45)
C (-6.13, -1.55, 3.00)
C (-7.03, -2.59, 2.97)
C (-6.37, -3.70, 2.38)
C (-5.09, -3.30, 2.07)
H (-4.12, -1.43, 2.34)
H (-6.22, -0.53, 3.37)
H (-8.05, -2.55, 3.33)
H (-6.79, -4.68, 2.20)
H (-4.27, -3.83, 1.62)
N (4.83, 6.80, 2.54)
C (3.49, 6.55, 2.39)
C (2.86, 7.74, 2.14)
C (3.85, 8.75, 2.13)
C (5.06, 8.14, 2.38)
H (5.54, 6.10, 2.73)
H (3.11, 5.54, 2.47)
H (1.80, 7.88, 1.98)
H (3.70, 9.81, 1.96)
H (6.06, 8.54, 2.45)
N (-5.58, -7.41, 0.91)
C (-5.98, -8.61, 0.36)
C (-6.37, -8.37, -0.94)
C (-6.19, -6.99, -1.19)
C (-5.71, -6.42, -0.03)
H (-5.25, -7.28, 1.85)
H (-5.95, -9.52, 0.94)
H (-6.73, -9.11, -1.63)
H (-6.40, -6.46, -2.11)
H (-5.44, -5.40, 0.20)
N (-5.02, -11.29, -2.96)
C (-5.41, -12.48, -3.51)
C (-5.80, -12.25, -4.81)
C (-5.62, -10.86, -5.06)
C (-5.14, -10.30, -3.90)
H (-4.69, -11.16, -2.01)
H (-5.39, -13.39, -2.93)
H (-6.17, -12.99, -5.50)
H (-5.83, -10.34, -5.98)
H (-4.87, -9.28, -3.67)
N (5.57, 5.94, 5.82)
C (5.76, 7.22, 6.28)
C (6.35, 7.14, 7.52)
C (6.52, 5.76, 7.82)
C (6.04, 5.05, 6.75)
H (5.15, 5.70, 4.93)
H (5.46, 8.07, 5.69)
H (6.62, 7.98, 8.15)
H (6.96, 5.34, 8.72)
H (5.98, 3.98, 6.57)
N (-3.57, -10.71, 1.21)
C (-3.36, -10.81, 2.56)
C (-2.67, -11.97, 2.81)
C (-2.45, -12.60, 1.56)
C (-3.01, -11.80, 0.59)
H (-4.06, -9.96, 0.74)
H (-3.72, -10.04, 3.23)
H (-2.36, -12.33, 3.78)
H (-1.93, -13.54, 1.38)
H (-3.06, -11.91, -0.49)
N (-5.03, 3.07, -0.36)
C (-5.40, 4.07, -1.22)
C (-6.75, 4.30, -1.04)
C (-7.19, 3.43, -0.02)
C (-6.11, 2.68, 0.38)
H (-4.09, 2.69, -0.28)
H (-4.69, 4.52, -1.89)
H (-7.34, 5.03, -1.57)
H (-8.20, 3.35, 0.38)
H (-6.02, 1.90, 1.13)
N (-6.50, 2.91, -3.96)
C (-6.89, 1.72, -4.50)
C (-7.28, 1.95, -5.81)
C (-7.11, 3.34, -6.05)
C (-6.62, 3.90, -4.90)
H (-6.17, 3.04, -3.01)
H (-6.87, 0.81, -3.92)
H (-7.65, 1.21, -6.50)
H (-7.31, 3.86, -6.98)
H (-6.35, 4.92, -4.66)